Entry 1:
The following is a DFT calculation (ωB97M-V with the def2-TZVPD basis set) of C4H10N2O in the gas phase in a non-equilibrium geometry.

Atoms and positions in Å:
C  -1.21  0.01  -0.66
C  -1.30  0.37  1.91
N  1.32  -0.54  -1.73
H  -2.24  -0.04  -0.77
H  -0.98  0.81  -1.43
H  -1.28  -0.56  2.55
O  1.12  -1.04  1.52
H  1.46  1.35  -0.57
H  -0.84  1.23  2.52
N  -0.63  0.14  0.64
H  0.97  -0.07  -2.54
H  -0.93  -1.01  -1.07
H  2.66  0.14  -0.36
H  1.96  -1.32  -1.98
C  0.66  -0.28  0.65
C  1.59  0.27  -0.47
H  -2.34  0.56  1.78

Computed properties:
SMILES string: CN(C)C(=O)CN
M, g mol⁻¹: 102.14
Orbital gap, eV: 9.70
Total energy, eV: -9336.3416
Energy above the lowest of the compared OMol25 structures with the same formula, charge and spin, kcal per mole: 61.0

=====

Entry 2:
The following is a DFT calculation (ωB97M-V with the def2-TZVPD basis set) of C2H2ClN in the gas phase in a non-equilibrium geometry.

Atoms and positions in Å:
H  -0.33  -0.01  -0.84
Cl  -0.79  -2.03  0.01
H  -0.02  0.01  0.94
C  1.90  -0.69  -0.01
N  3.09  -0.78  0.02
C  0.10  -0.48  -0.06

Computed properties:
SMILES string: N#CCCl
M, g mol⁻¹: 75.50
Orbital gap, eV: 12.11
Total energy, eV: -16116.8091
Energy above the lowest of the compared OMol25 structures with the same formula, charge and spin, kcal per mole: 29.4

=====

Entry 3:
The following is a DFT calculation (ωB97M-V with the def2-TZVPD basis set) of C5H9NO in the gas phase.

Atoms and positions in Å:
H  -2.19  -2.02  0.15
C  0.58  0.86  1.25
N  -2.38  0.67  0.12
C  0.61  0.82  -1.29
C  -1.44  -0.04  -0.01
C  0.18  0.09  -0.01
H  1.69  0.96  -1.30
H  0.29  0.33  2.16
H  1.66  1.04  1.28
O  -1.42  -1.54  -0.23
C  0.48  -1.33  0.02
H  0.79  -1.86  -0.87
H  0.07  1.82  1.26
H  0.32  0.26  -2.18
H  0.64  -1.84  0.97
H  0.12  1.79  -1.33

Computed properties:
M, g mol⁻¹: 99.13
Orbital gap (spin up / spin down), eV: 7.61 / 7.62
Total energy, eV: -8864.6061
Energy above the lowest of the compared OMol25 structures with the same formula, charge and spin, kcal per mole: 106.2